{"formula": "C7H12N5O", "method": "ωB97M-V/def2-TZVPD", "charge": 1, "e_homo_ha": -0.42579, "smiles": "C=CCn1cnc(NN)[n+]1CC=O", "e_above_lowest_ev": 10.846, "homo_lumo_gap_ev": 7.2, "symbols": ["C", "C", "C", "N", "C", "N", "C", "N", "N", "N", "C", "C", "O", "H", "H", "H", "H", "H", "H", "H", "H", "H", "H", "H", "H"], "coordinates": [[-0.3177, 3.1526, -1.9853], [-1.5814, 2.3651, -1.8587], [-1.3974, 0.7231, -1.6671], [-0.9541, 0.3952, -0.2559], [-1.4744, 1.2865, 0.8499], [-0.9197, 0.8167, 2.1842], [-0.1166, -0.3773, 1.7061], [0.5281, -1.1194, 2.6616], [1.2808, -2.2644, 2.4654], [-0.1062, -0.6332, 0.2162], [0.5545, -1.6879, -0.6421], [2.2075, -1.6710, -0.5927], [2.8371, -2.8744, -0.6579], [0.3488, 3.1834, -2.9684], [0.0774, 3.7265, -1.0371], [-2.6703, 2.8158, -1.8388], [-2.4588, 0.2323, -1.9013], [-0.6519, 0.3868, -2.5086], [-2.1960, 2.2074, 0.8578], [0.4363, -0.7805, 3.6644], [1.0110, -2.8975, 3.2775], [2.2900, -1.9754, 2.6420], [0.2624, -1.5310, -1.7878], [0.1397, -2.7656, -0.3642], [2.8708, -0.7137, -0.4594]], "atomic_forces_ev_per_a": [[-1.466, -0.914, 0.515], [2.177, -0.121, 0.197], [-1.442, 0.613, -3.482], [-2.586, 4.258, 2.148], [3.778, -4.507, 2.374], [0.482, -2.384, -7.783], [-0.999, 1.198, -0.550], [-1.673, 2.478, 0.471], [1.452, -0.695, 1.348], [-0.811, 1.952, 4.003], [0.422, -0.990, -1.129], [2.705, -6.672, 0.225], [-4.284, 7.998, 0.292], [-0.743, -1.439, 2.666], [-1.552, 0.442, -2.598], [2.453, -0.806, 1.411], [2.468, 0.737, 0.753], [-1.101, 0.358, 1.985], [1.594, -2.151, -0.740], [-0.131, -0.116, -2.020], [0.580, 0.693, -1.635], [-1.470, -0.807, -0.359], [0.500, -0.009, 2.626], [1.207, 2.398, -0.374], [-1.557, -1.516, -0.343]], "nbo_charge": [-0.3456, -0.2496, -0.3022, -0.2067, 0.2441, -0.4430, 0.5810, -0.4229, -0.6265, -0.2291, -0.3298, 0.3503, -0.4724, 0.2383, 0.2256, 0.2491, 0.2461, 0.2515, 0.3014, 0.4240, 0.3853, 0.3735, 0.2744, 0.2903, 0.1930]}

{"formula": "C21H32IrN", "method": "ωB97M-V/def2-TZVPD", "multiplicity": 6, "charge": 1, "e_homo_ha": [-0.32346, -0.43607], "e_above_lowest_ev": 0.000, "homo_lumo_gap_ev": [6.4, 6.1], "symbols": ["C", "C", "C", "C", "C", "Ir", "C", "C", "H", "C", "H", "H", "C", "H", "H", "H", "C", "H", "H", "H", "C", "H", "H", "H", "C", "H", "H", "H", "C", "H", "H", "H", "C", "H", "H", "H", "C", "H", "H", "H", "C", "C", "C", "C", "H", "C", "H", "C", "H", "H", "H", "N", "H", "H", "H"], "coordinates": [[1.2219, -2.3257, 1.2940], [2.2269, -1.7128, 0.4614], [1.7441, -1.7160, -0.8844], [0.4140, -2.2485, -0.8841], [0.1091, -2.6628, 0.4564], [0.3770, -0.4373, 0.4030], [-2.0761, 2.0760, 0.2529], [-2.0233, 1.1700, 1.4165], [-2.7090, 1.3478, 2.2452], [-1.3641, -0.1081, 1.3825], [-2.0570, -0.8552, 0.9365], [-1.2172, -0.4483, 2.4306], [-2.8863, 3.3170, 0.6673], [-2.4348, 3.8164, 1.5305], [-2.9732, 4.0320, -0.1537], [-3.8974, 2.9963, 0.9450], [-2.8208, 1.4171, -0.9333], [-2.4060, 0.4365, -1.1946], [-3.8686, 1.2571, -0.6531], [-2.7892, 2.0699, -1.8149], [3.5611, -1.1631, 0.8755], [3.6892, -1.2146, 1.9630], [4.3746, -1.7260, 0.3967], [3.6645, -0.1142, 0.5522], [2.5611, -1.2945, -2.0666], [2.8438, -0.2367, -1.9940], [3.4914, -1.8775, -2.1202], [2.0039, -1.4437, -2.9959], [-0.4570, -2.4845, -2.0801], [-0.1072, -1.8993, -2.9360], [-0.4420, -3.5457, -2.3661], [-1.4986, -2.2115, -1.8685], [-1.1404, -3.3709, 0.8816], [-1.9695, -3.1214, 0.2103], [-1.0080, -4.4606, 0.8499], [-1.4118, -3.1017, 1.9081], [1.3187, -2.5972, 2.7655], [0.4112, -2.2654, 3.2878], [1.4324, -3.6736, 2.9600], [2.1805, -2.0795, 3.2009], [0.0659, 1.1773, -0.6967], [-0.6709, 2.3798, -0.1907], [0.4812, 1.1943, -2.0232], [-0.5712, 3.5980, -1.0348], [0.0141, 2.4992, 0.7017], [0.5345, 2.3775, -2.7650], [0.7869, 0.2587, -2.4980], [0.0554, 3.5871, -2.2359], [-1.0060, 4.5264, -0.6591], [0.9278, 2.3515, -3.7799], [0.1798, 4.5110, -2.8069], [1.1797, 0.8377, 1.9627], [0.5467, 1.6110, 2.1813], [2.0810, 1.2298, 1.6822], [1.3272, 0.3209, 2.8344]], "atomic_forces_ev_per_a": [[1.222, -0.395, 0.257], [0.439, -1.158, 1.052], [-0.357, -0.082, -0.568], [0.954, -1.943, -0.461], [-0.306, -0.366, -0.257], [-1.821, 1.550, -2.110], [-1.531, -0.004, 0.118], [-0.420, 0.719, 0.401], [0.107, 0.048, -0.112], [-1.019, -1.458, 0.999], [0.051, -0.008, 0.160], [-0.044, -0.212, -0.420], [0.111, 0.011, -0.102], [-0.018, 0.010, -0.097], [-0.105, -0.060, 0.132], [0.210, 0.105, -0.018], [-0.330, -0.165, 0.109], [0.041, 0.233, -0.029], [0.135, 0.084, -0.117], [0.012, -0.162, 0.122], [-0.038, 0.004, -0.048], [0.080, 0.028, -0.291], [-0.142, 0.126, 0.190], [0.085, -0.298, 0.104], [0.099, 0.104, -0.027], [0.027, -0.272, -0.073], [-0.275, 0.032, 0.028], [0.229, 0.029, 0.113], [0.000, 0.150, 0.025], [-0.184, -0.113, 0.123], [0.013, 0.230, 0.103], [0.190, -0.026, -0.116], [0.059, -0.011, 0.046], [0.086, -0.056, 0.206], [0.033, 0.218, -0.016], [-0.047, -0.053, -0.197], [-0.043, -0.045, -0.030], [0.179, -0.099, -0.067], [0.005, 0.279, -0.033], [-0.175, -0.171, -0.016], [-0.742, 0.648, -2.495], [2.417, 0.250, 0.887], [-0.259, -1.423, 1.713], [-0.058, 0.448, 0.402], [-1.166, 1.136, -0.067], [0.044, 1.336, -1.346], [0.095, 0.501, 0.168], [0.460, -0.156, -0.762], [0.253, -0.311, -0.052], [-0.064, 0.032, 0.235], [-0.163, -0.335, 0.136], [1.620, 0.983, 2.103], [0.130, -0.227, -0.094], [-0.173, 0.094, 0.249], [0.095, 0.223, -0.164]], "mulliken_spin": [0.2870, 0.2341, -0.0482, 0.3414, -0.1084, 1.6677, 0.1394, 0.6437, -0.0482, 0.1236, 0.0932, 0.0337, 0.0226, -0.0280, -0.0033, -0.0040, 0.0923, -0.0210, -0.0008, 0.0106, -0.0113, 0.0004, 0.0083, 0.0087, 0.0069, 0.0035, 0.0061, 0.0011, -0.0299, 0.0030, 0.0074, 0.0052, 0.0146, 0.0071, 0.0035, 0.0018, -0.0091, 0.0045, 0.0075, 0.0004, 0.2804, 0.0020, 0.0242, 0.4152, 0.1275, 0.4201, 0.0412, -0.0306, 0.0246, 0.0225, 0.0056, 0.2908, -0.0355, -0.0220, -0.0331]}

{"formula": "C10H26InN2O3", "method": "ωB97M-V/def2-TZVPD", "charge": 3, "e_homo_ha": -0.64864, "e_above_lowest_ev": 3.313, "homo_lumo_gap_ev": 1.8, "symbols": ["In", "C", "O", "C", "C", "N", "C", "C", "O", "C", "H", "H", "H", "H", "H", "H", "H", "H", "H", "H", "H", "H", "H", "H", "H", "C", "C", "C", "O", "C", "N", "H", "H", "H", "H", "H", "H", "H", "H", "H", "H", "H"], "coordinates": [[-1.9109, 1.0354, -0.0433], [-4.2987, -0.7176, 3.3317], [-2.8705, -0.4956, 3.2046], [-2.2502, -0.9924, 4.4057], [-0.7347, -1.1454, 4.2193], [-0.1574, 0.1504, 3.8038], [1.2447, 0.0371, 3.8557], [1.7952, 1.4605, 3.3386], [1.6607, 1.5230, 1.9063], [2.3832, 2.5043, 1.1928], [-4.6082, -1.7382, 3.1068], [-4.8178, -0.0449, 2.6490], [-4.6829, -0.4176, 4.3067], [-2.6152, -2.0128, 4.5227], [-2.4262, -0.3311, 5.2540], [-0.3906, -1.8543, 3.4662], [-0.2878, -1.3358, 5.1951], [-0.3581, 0.8920, 4.4595], [1.6778, -0.8208, 3.3413], [1.4720, -0.1135, 4.9111], [2.8283, 1.6102, 3.6523], [1.3158, 2.3434, 3.7614], [2.3859, 2.2717, 0.1279], [3.4444, 2.5999, 1.4227], [1.9587, 3.5033, 1.2919], [2.8050, -0.5610, -5.0766], [1.4754, -0.0748, -4.3474], [0.1443, -0.4336, -5.1456], [-1.0586, -0.1474, -4.4053], [-2.2091, -0.5338, -5.1727], [1.4890, -0.4679, -2.9563], [2.9176, -1.6431, -5.1427], [3.7139, -0.2033, -4.5928], [2.9547, -0.1736, -6.0844], [1.5073, 1.0133, -4.4024], [-0.0128, -1.4914, -5.3564], [0.0080, 0.2007, -6.0216], [-2.2420, -1.5734, -5.4985], [-2.1883, 0.0521, -6.0916], [-3.1286, -0.2615, -4.6543], [1.6510, -1.4625, -3.0242], [2.4158, -0.1500, -2.7112]], "atomic_forces_ev_per_a": [[-0.091, -0.021, 0.071], [-0.432, 1.016, -0.289], [-0.182, -0.487, 0.847], [0.960, -0.761, -1.307], [-1.495, 1.467, -1.136], [0.353, -1.978, 1.503], [1.185, 2.887, -2.022], [1.139, -0.698, -0.288], [-0.295, -0.723, 0.910], [0.596, 0.337, -0.715], [0.375, -0.177, 0.021], [0.256, -0.092, -0.327], [0.341, -0.229, 0.263], [-0.355, 0.068, 0.776], [-0.396, -0.097, 0.092], [-0.335, -0.324, 0.233], [-0.027, -0.542, 0.217], [-1.065, 0.810, -0.180], [-0.212, 0.115, -0.348], [0.733, 0.450, 0.498], [0.335, -0.238, -0.303], [-0.780, -0.259, 0.385], [-0.440, -0.359, 0.105], [0.096, -0.266, 0.722], [-0.285, 0.139, 0.375], [0.069, -0.201, -0.024], [-1.347, 1.158, -2.296], [0.100, -0.224, 1.329], [-0.211, -0.221, 0.326], [-0.093, 0.908, 0.160], [0.903, -0.673, -1.524], [-0.421, -0.118, 0.170], [-0.216, 0.155, 0.555], [-0.737, 0.210, -0.158], [0.082, 0.126, 0.247], [0.896, -0.258, -0.547], [0.695, -0.331, -0.536], [0.407, -0.284, 0.295], [-0.054, 0.185, -0.376], [0.331, -0.062, 0.255], [-0.598, -0.911, 0.816], [0.220, 0.506, 1.203]], "nbo_charge": [0.9830, -0.2838, -0.4862, -0.0930, -0.2650, -0.2981, -0.2710, -0.0811, -0.4138, -0.2846, 0.2245, 0.2083, 0.2160, 0.2363, 0.2136, 0.2359, 0.2654, 0.4007, 0.2561, 0.2893, 0.2339, 0.2203, 0.2077, 0.2377, 0.2264, -0.6291, -0.0862, -0.0839, -0.3454, -0.2877, -0.6249, 0.2372, 0.2410, 0.2738, 0.2170, 0.2135, 0.2381, 0.2339, 0.2394, 0.2242, 0.3773, 0.3831]}

{"formula": "C6H18BrMnO3", "method": "ωB97M-V/def2-TZVPD", "multiplicity": 6, "charge": 1, "e_homo_ha": [-0.48328, -0.48273], "e_above_lowest_ev": 6.103, "homo_lumo_gap_ev": [5.8, 5.5], "symbols": ["Mn", "Br", "C", "C", "O", "H", "H", "H", "H", "H", "H", "C", "C", "O", "H", "H", "H", "H", "H", "H", "C", "C", "O", "H", "H", "H", "H", "H", "H"], "coordinates": [[-14.6536, 6.1885, -17.6848], [-12.9899, 4.9924, -17.5371], [-11.4655, 2.3091, -18.0104], [-12.4375, 2.0473, -19.1342], [-13.7064, 2.5128, -18.7540], [-11.7989, 1.7654, -17.1264], [-11.4467, 3.3823, -17.8205], [-10.5304, 1.8620, -18.3478], [-12.4853, 0.9728, -19.3110], [-12.0884, 2.5917, -20.0116], [-13.5664, 3.2517, -18.1573], [-10.9565, 4.6368, -21.3427], [-11.5129, 5.4731, -20.1665], [-10.9047, 5.1742, -18.9029], [-11.1437, 4.9538, -22.3686], [-11.5114, 3.7032, -21.2503], [-9.8688, 4.5872, -21.2911], [-12.5969, 5.3592, -20.1542], [-11.3328, 6.5133, -20.4378], [-11.6200, 5.1402, -18.2635], [-12.8622, 2.7887, -15.3553], [-13.3672, 4.1146, -14.6973], [-12.6602, 5.2618, -14.9779], [-11.8007, 2.7063, -15.1218], [-12.8767, 2.8463, -16.4437], [-13.4069, 1.9004, -15.0351], [-13.2848, 3.9236, -13.6273], [-14.4294, 4.2819, -14.8759], [-12.7029, 5.3884, -15.9286]], "atomic_forces_ev_per_a": [[-4.047, 2.874, -0.344], [-2.087, -1.472, -0.187], [0.131, -1.362, -0.504], [0.708, 0.052, 0.346], [-1.427, -0.113, -0.247], [0.453, -0.085, -0.375], [1.120, -0.991, 0.082], [0.426, 0.639, 0.328], [-0.184, 0.120, -0.313], [-0.136, -0.427, -0.180], [-0.449, -1.178, -0.493], [-0.461, -0.404, 0.777], [0.982, 0.957, -1.421], [1.357, 0.210, -2.330], [-0.484, 0.765, 0.297], [0.981, -0.446, -0.330], [-0.114, -0.533, 0.357], [-0.257, -0.239, 0.218], [0.049, 0.339, 0.412], [3.389, 0.654, -1.723], [0.036, 1.518, -0.067], [-0.579, -2.401, 1.082], [1.018, 1.031, 1.012], [0.011, -0.222, 0.235], [-0.593, -0.275, 0.907], [-0.024, 0.194, 0.117], [-0.098, 0.345, 0.096], [-0.481, -0.186, -0.198], [0.759, 0.638, 2.445]], "mulliken_spin": [4.9130, 0.1086, 0.0010, -0.0010, 0.0164, 0.0008, -0.0062, 0.0000, 0.0011, -0.0012, -0.0215, 0.0023, 0.0089, 0.0310, -0.0001, -0.0002, 0.0006, -0.0004, -0.0015, -0.0338, 0.0109, -0.0108, 0.0247, -0.0009, -0.0036, 0.0018, 0.0017, 0.0046, -0.0461]}